Entry 1:
This record from the Open Molecules 2025 dataset describes H3NO2Si as an isolated structure. The level of theory is wB97M-V/def2-TZVPD.

Each line ends with the Löwdin spin population.
CARTESIAN COORDINATES (ANGSTROEM)
N -1.42456 -0.07736 0.06493  0.99
O -0.17713 -1.28811 0.25497  0.56
O -0.60299 0.97553 -0.17505  0.26
Si 0.78679 -0.04315 -0.18188  0.10
H -1.66574 0.08230 0.98533  0.06
H 1.97541 0.02834 0.71982  0.03
H 1.10822 0.32246 -1.66813  0.01

Force components x, y, z for each atom (eV/Å):
N -0.975 3.581 -1.589
O 3.715 -2.488 -0.181
O -0.680 0.182 0.249
Si 0.598 -0.929 -2.091
H -2.458 -0.002 2.452
H -0.493 0.412 -0.084
H 0.293 -0.755 1.243

Results
energy	-496.3209	Ha
energy above the lowest of the compared OMol25 structures with the same formula, charge and spin	79.0	kJ/mol
⟨S²⟩	2.01
HOMO (spin up / spin down)	-7.803 / -10.761	eV
LUMO level (spin up / spin down)	0.808 / -2.488	eV
frontier orbital gap (spin up / spin down)	8.61 / 8.27	eV
spin multiplicity	3

Entry 2:
This record from the Open Molecules 2025 dataset describes a 8-piece molecular cluster, C20H61N5O8 overall. The level of theory is wB97M-V/def2-TZVPD.

Each line ends with the Löwdin charge.
CARTESIAN COORDINATES (ANGSTROEM)
C -0.19206 5.65941 1.75660  -0.10
O 1.11756 5.05655 1.57554  -0.22
C 1.86196 5.20920 2.84916  -0.17
C 3.28020 4.62978 2.61839  -0.43
C 4.00252 4.29393 3.92696  -0.07
N 4.06897 5.60391 1.84479  0.06
H -0.72779 5.07655 2.50585  0.08
H -0.75495 5.71936 0.82511  0.07
H -0.15968 6.71258 2.03569  0.08
H 1.93700 6.25239 3.15609  0.12
H 1.35971 4.62441 3.61978  0.11
H 3.17253 3.68853 2.07937  0.12
H 4.37044 5.21281 4.38345  0.08
H 4.84464 3.64573 3.68456  0.07
H 3.40568 3.77930 4.67996  0.07
H 3.81995 5.51282 0.87021  0.05
H 5.05576 5.51986 2.04293  0.07
C -2.74578 -1.83003 0.97285  -0.12
O -1.94679 -0.70712 0.83437  -0.23
C -0.51969 -0.94167 0.89062  -0.13
C 0.16100 0.48493 0.75735  -0.39
C -0.05291 1.19924 -0.60278  -0.04
N 1.56112 0.47007 1.14011  0.05
H -2.68608 -2.49602 0.11204  0.07
H -3.76411 -1.45208 1.06370  0.10
H -2.44346 -2.39112 1.85709  0.07
H -0.31336 -1.40912 1.85344  0.11
H -0.24047 -1.67935 0.13831  0.11
H -0.43024 1.12962 1.40766  0.12
H 0.84569 0.93160 -1.15865  0.06
H 0.02838 2.28620 -0.60699  0.06
H -0.99479 0.89751 -1.06097  0.08
H 1.94548 1.40218 1.08054  0.06
H 1.75636 -0.00117 2.01184  0.06
C 3.52940 2.77959 -1.91870  -0.11
O 3.57779 4.19604 -1.99181  -0.17
C 2.27960 4.69254 -2.03909  -0.19
C 2.17335 6.29428 -2.32104  -0.43
C 2.84181 7.10552 -1.28472  -0.09
N 0.82075 6.67569 -2.61174  0.04
H 4.52089 2.33951 -1.81216  0.09
H 2.99014 2.26587 -2.71455  0.09
H 2.97008 2.44840 -1.04372  0.06
H 1.87241 4.27713 -2.96091  0.11
H 1.59083 4.35158 -1.26614  0.11
H 2.76312 6.52779 -3.20746  0.13
H 2.72621 8.16641 -1.50664  0.08
H 3.92424 7.03112 -1.38921  0.08
H 2.50155 6.88088 -0.27385  0.07
H 0.63985 7.63412 -2.87400  0.08
H 0.19149 6.37907 -1.87952  0.06
C -5.42935 -6.21475 1.31131  -0.07
O -3.99259 -6.41514 1.44488  -0.18
C -3.09236 -5.41698 1.06723  -0.24
C -1.96344 -5.92492 0.19402  -0.41
C -1.15691 -7.15234 0.73868  -0.05
N -0.92149 -4.94044 -0.06769  0.04
H -5.78304 -5.41224 1.95859  0.08
H -5.93346 -7.17817 1.38752  0.09
H -5.70995 -5.91742 0.30089  0.08
H -3.63710 -4.62608 0.55164  0.11
H -2.69660 -4.92590 1.95623  0.12
H -2.50920 -6.22416 -0.70079  0.12
H -0.90453 -7.13180 1.79886  0.07
H -0.16918 -7.18733 0.27903  0.07
H -1.69228 -8.09962 0.67442  0.07
H -0.41533 -4.75693 0.78685  0.08
H -1.36554 -4.11563 -0.44531  0.04
C -2.11621 -5.42424 -3.29415  -0.09
O -2.84060 -4.17969 -3.57095  -0.20
C -2.07305 -3.26727 -4.41765  -0.18
C -0.52253 -3.15838 -4.21722  -0.41
C -0.13264 -2.35843 -2.87396  -0.03
N 0.08559 -2.40706 -5.23475  0.01
H -2.74644 -6.28682 -3.07761  0.08
H -1.41064 -5.32466 -2.46931  0.06
H -1.52872 -5.60956 -4.19337  0.08
H -2.30878 -3.35816 -5.47796  0.11
H -2.59054 -2.34818 -4.14274  0.11
H -0.15336 -4.17383 -4.36112  0.12
H 0.13587 -3.08446 -2.10656  0.05
H -0.97886 -1.74063 -2.57339  0.06
H 0.62087 -1.57186 -2.91412  0.06
H -0.06142 -1.40860 -5.19512  0.08
H -0.15794 -2.67154 -6.17859  0.07
O -2.01390 -2.22656 4.53908  -0.04
H -2.78816 -1.89581 4.99445  0.04
H -1.67318 -2.91304 5.11255  0.04
O -2.71175 0.86811 3.27065  -0.05
H -2.62184 0.35440 2.46800  -0.01
H -2.40602 0.28423 3.96480  0.01
O 2.37151 -2.47314 2.36245  -0.05
H 3.28846 -2.31944 2.59006  0.04
H 2.17033 -1.80187 1.71040  -0.01

Force components x, y, z for each atom (eV/Å):
C 0.624 -0.270 -0.287
O -0.302 1.305 1.459
C 0.382 -1.152 -1.464
C -0.436 0.586 0.420
C 0.045 0.309 -0.212
N -0.714 -0.324 0.647
H -0.271 0.125 -0.014
H 0.222 -0.745 -0.212
H 0.480 0.063 0.512
H -0.093 0.111 -0.158
H -0.249 -0.037 0.080
H -0.258 -0.155 -0.213
H 0.121 0.037 0.059
H 0.163 0.090 0.136
H -0.244 -0.030 -0.229
H 0.547 0.125 -0.152
H 0.016 -0.142 -0.481
C -0.142 -0.439 0.138
O 1.315 1.146 -0.320
C -0.588 1.204 -0.170
C -1.632 0.191 0.287
C 1.241 -1.006 0.045
N 0.034 -0.625 -0.873
H -0.010 -0.026 -0.251
H -0.068 -0.274 0.091
H -0.233 -0.181 0.238
H 0.308 0.170 0.343
H 0.183 0.167 -0.456
H -0.131 -0.284 0.751
H -0.299 -0.455 -0.840
H -0.371 0.098 0.729
H 0.222 -0.022 -0.125
H 0.177 -0.096 0.350
H -0.209 0.613 0.282
C -0.042 -0.363 0.770
O 0.633 -0.481 0.716
C -1.348 1.963 -2.554
C 1.017 -1.403 -0.276
C 0.894 0.926 0.850
N -0.986 -1.135 -0.025
H 0.112 0.434 -0.249
H 0.104 0.455 -0.713
H -0.075 0.195 0.495
H -0.588 -0.079 -0.227
H 0.328 0.179 0.777
H -0.063 -0.600 -0.468
H -0.552 0.173 0.172
H 0.183 -0.603 0.463
H 0.094 0.148 0.112
H 0.394 -0.047 0.205
H -0.154 0.250 0.052
C 1.338 0.354 -0.923
O -1.361 -1.286 0.075
C -0.420 0.920 0.639
C 0.851 -1.570 0.659
C -0.663 -0.082 0.473
N -0.900 0.006 -0.742
H -0.123 -0.356 0.428
H 0.251 0.094 0.833
H 0.380 0.330 -0.368
H 0.011 0.191 -0.446
H 0.260 -0.019 0.402
H 0.624 -0.059 -0.479
H -0.297 0.698 0.347
H -0.318 -0.184 -0.545
H 0.028 0.028 -0.492
H 0.000 0.376 0.057
H 0.351 0.505 0.198
C 0.228 1.050 -0.931
O 1.300 -1.083 0.034
C -0.807 0.472 1.443
C -0.938 0.996 1.444
C -0.945 -1.242 -0.363
N 0.854 1.199 -2.176
H -0.503 0.430 -0.206
H -0.014 0.256 0.076
H -0.030 -0.648 0.034
H 0.143 -0.839 -0.253
H 0.485 0.531 -0.075
H 0.438 0.043 0.898
H -0.099 0.263 0.269
H -0.523 -0.510 0.271
H 0.634 -0.629 -0.771
H -0.123 0.052 0.353
H -0.066 -0.336 -0.095
O 0.068 0.184 -0.266
H -0.296 0.042 0.110
H 0.176 -0.196 0.125
O -0.242 0.390 0.359
H 0.224 -0.244 -0.569
H 0.192 -0.148 0.132
O -0.226 -0.180 0.241
H 0.257 -0.023 0.052
H 0.020 0.132 -0.461

Results
energy	-1674.1107	Ha
energy above the lowest of the compared OMol25 structures with the same formula, charge and spin	296.8	kJ/mol
HOMO	-8.954	eV
LUMO level	0.321	eV
frontier orbital gap	9.28	eV
SMILES	COC[C@H](C)N.COC[C@H](C)N.COC[C@H](C)N.COC[C@H](C)N.COC[C@H](C)N.O.O.O

Question: energy of number 2 (C20H61N5O8)?
Answer: -1674.1107 Ha

Question: Which formula does entry 2 have?
Answer: C20H61N5O8

Question: Among the records above, which one has the highest energy above the lowest of the compared OMol25 structures with the same formula, charge and spin?
Answer: C20H61N5O8